(1)
This record from the Open Molecules 2025 dataset describes a cluster of 2 separate species, C31H45BF5IN3O8S in total at a distorted geometry. The level of theory is the ωB97M-V functional and the def2-TZVPD basis.

Last column: Löwdin charge in e.
Atoms and positions in Å:
C 2.10 3.99 3.08  0.11
C 1.45 4.18 2.07  -0.14
C 0.51 4.36 0.92  -0.18
C -0.67 3.31 1.07  -0.15
C -0.48 2.13 0.04  -0.11
C 0.09 0.86 0.74  -0.15
C -0.89 -0.03 1.57  -0.13
C -2.20 0.63 2.12  -0.07
C -3.27 1.29 1.24  -0.38
C -4.03 0.71 0.04  -0.03
N -3.66 2.48 1.52  0.13
C -1.04 -1.57 1.13  -0.22
C -2.31 -1.95 0.34  -0.16
C -2.39 -3.47 -0.05  -0.28
C -3.72 -4.12 0.42  -0.62
I -4.13 -5.95 -0.69  0.74
B -1.17 -2.40 2.53  -0.59
O -2.35 -2.97 3.01  0.15
O -0.04 -2.51 3.34  0.17
C 0.28 -2.16 0.47  -0.04
C 1.49 -1.18 0.54  -0.11
C 2.82 -1.86 0.19  -0.37
F 3.94 -1.27 0.78  0.06
F 3.13 -1.97 -1.14  0.10
C 2.93 -3.32 0.71  -0.11
C 3.59 -3.60 1.92  -0.01
C 3.74 -4.90 2.40  -0.04
C 3.19 -5.98 1.71  0.01
C 2.53 -5.70 0.50  -0.09
C 1.93 -6.90 -0.23  -0.56
F 1.30 -6.56 -1.36  0.14
F 2.82 -7.88 -0.44  0.17
F 0.98 -7.43 0.59  0.12
C 2.42 -4.41 0.00  0.03
N 1.13 0.13 -0.09  -0.09
C 2.38 1.04 0.03  -0.16
N 3.35 0.89 -1.02  0.07
C 0.84 0.10 -1.56  -0.11
C -0.56 -0.29 -2.06  -0.17
C -0.70 0.23 -3.55  -0.18
S -2.43 0.65 -3.96  0.60
O -3.28 -0.50 -3.95  -0.25
O -2.36 1.21 -5.27  -0.28
O -2.94 1.84 -2.99  -0.15
H 2.63 3.92 4.01  0.04
H 0.99 4.32 -0.07  0.08
H 0.09 5.38 1.03  0.12
H -0.62 2.98 2.12  0.10
H -1.59 3.86 0.83  0.11
H -1.42 1.99 -0.52  0.09
H 0.23 2.58 -0.68  0.10
H 0.72 1.36 1.51  0.14
H -0.34 -0.19 2.53  0.14
H -2.74 -0.07 2.78  0.13
H -1.84 1.40 2.83  0.11
H -4.52 -0.24 0.32  0.08
H -4.84 1.38 -0.30  0.09
H -3.40 0.50 -0.84  0.04
H -3.17 2.84 2.34  0.05
H -2.49 -1.40 -0.59  0.09
H -3.20 -1.76 0.97  0.10
H -2.43 -3.54 -1.16  0.09
H -1.51 -4.07 0.25  0.11
H -4.55 -3.44 0.17  0.05
H -3.70 -4.43 1.47  0.03
H -2.79 -2.33 3.58  0.12
H -0.20 -3.31 3.86  0.13
H 0.17 -2.42 -0.59  0.12
H 0.48 -3.10 0.99  0.11
H 1.59 -0.96 1.62  0.18
H 4.03 -2.80 2.51  0.13
H 4.28 -5.12 3.33  0.12
H 3.27 -7.01 2.08  0.13
H 1.89 -4.28 -0.95  0.14
H 2.13 2.11 0.08  0.13
H 2.78 0.81 1.04  0.15
H 3.32 1.68 -1.67  0.10
H 4.28 0.89 -0.59  0.11
H 1.02 1.09 -2.01  0.12
H 1.54 -0.55 -2.13  0.15
H -1.41 0.15 -1.53  0.07
H -0.76 -1.37 -2.15  0.12
H -0.42 -0.58 -4.25  0.13
H -0.13 1.15 -3.75  0.11
H -2.19 2.37 -2.68  0.08
C 0.78 7.61 -1.44  -0.11
C 0.67 7.69 -2.94  -0.11
O 1.64 6.72 -3.38  0.08
C 1.81 5.84 -2.37  -0.57
O 2.42 4.81 -2.46  0.14
O 1.20 6.26 -1.23  0.02
H -0.16 7.81 -0.94  0.14
H 1.54 8.28 -1.04  0.14
H -0.31 7.39 -3.31  0.14
H 0.91 8.67 -3.33  0.14

**Total charge**: +1
**Molar mass**: 852.5 g/mol
**Calculated total energy**: -86919.2942 eV
**Kohn-Sham gap**: 0.32044 hartree

(2)
This record from the Open Molecules 2025 dataset describes a structure of composition C31H45BrN2P2Pd at a distorted geometry. The level of theory is the ωB97M-V functional and the def2-TZVPD basis.

Last column: Löwdin charge in e.
Atoms and positions in Å:
C 3.06 4.81 -0.85  0.07
C 1.88 4.33 -1.46  -0.19
C 1.93 3.91 -2.81  0.05
C 3.09 4.20 -3.53  0.00
N 4.14 4.77 -2.96  0.32
C 4.17 5.06 -1.67  0.02
C 0.66 4.33 -0.72  0.10
C -0.51 4.37 -0.28  0.17
C -1.40 3.41 0.38  -0.17
C -0.82 2.51 1.30  -0.01
C -1.52 1.36 1.73  -0.16
C -2.59 0.94 0.86  -0.57
C -3.35 1.96 0.21  -0.01
C -2.75 3.22 0.02  0.04
Pd -1.37 -0.53 0.31  0.46
P 1.03 -0.60 0.01  0.89
H 1.07 3.44 -3.28  0.15
H 3.07 5.02 0.22  0.15
H 3.21 3.98 -4.60  0.17
H 5.09 5.51 -1.29  0.17
H -3.31 4.06 -0.42  0.15
H 0.21 2.70 1.61  0.12
H -4.38 1.74 -0.10  0.14
H -1.42 0.85 2.69  0.08
C 1.95 -2.20 0.13  -0.38
C 3.26 -2.35 -0.65  -0.12
H 1.24 -2.99 -0.15  0.07
H 2.16 -2.33 1.20  0.08
H 3.66 -3.36 -0.49  0.10
H 3.13 -2.22 -1.73  0.08
H 4.04 -1.66 -0.30  0.06
C 1.31 0.07 -1.68  -0.38
C 2.71 0.55 -2.06  -0.13
H 0.60 0.91 -1.76  0.06
H 0.97 -0.71 -2.37  0.07
H 2.71 0.80 -3.13  0.09
H 3.00 1.46 -1.52  0.06
H 3.48 -0.21 -1.91  0.06
C 2.06 0.51 1.06  -0.38
C 3.59 0.33 1.11  -0.11
H 1.66 0.43 2.08  0.05
H 1.81 1.52 0.70  0.06
H 4.01 1.08 1.79  0.09
H 3.90 -0.65 1.48  0.08
H 4.06 0.50 0.13  0.06
Br -3.62 -0.93 1.45  0.73
P -2.15 -2.04 -1.42  0.92
C -0.91 -2.83 -2.50  -0.38
C -1.35 -4.11 -3.21  -0.10
H -0.02 -3.02 -1.87  0.06
H -0.61 -2.07 -3.24  0.08
H -0.53 -4.48 -3.84  0.10
H -1.60 -4.91 -2.51  0.08
H -2.21 -3.95 -3.87  0.08
C -3.23 -3.42 -0.86  -0.40
C -4.51 -3.63 -1.64  -0.11
H -3.43 -3.21 0.19  0.01
H -2.61 -4.33 -0.89  0.09
H -5.17 -4.29 -1.08  0.10
H -5.06 -2.70 -1.82  0.08
H -4.34 -4.12 -2.60  0.09
C -3.03 -0.74 -2.36  -0.40
C -3.41 -1.02 -3.81  -0.11
H -2.36 0.13 -2.32  0.07
H -3.91 -0.47 -1.76  0.07
H -3.90 -0.12 -4.21  0.10
H -2.53 -1.21 -4.44  0.08
H -4.11 -1.85 -3.92  0.08
N -0.20 -1.45 3.31  0.16
C 0.00 -0.79 4.53  -0.23
C 0.04 -1.52 5.74  0.05
C 0.07 -0.86 6.97  0.03
C 0.01 0.55 7.02  0.07
C -0.02 1.28 5.82  0.02
C 0.07 0.61 4.60  0.00
H -0.74 -2.31 3.36  0.13
H 0.64 -1.62 2.76  0.08
H 0.06 -2.61 5.70  0.14
H 0.13 -1.42 7.90  0.15
H 0.02 1.08 7.98  0.16
H -0.10 2.37 5.84  0.14
H 0.13 1.18 3.68  0.09

**Total charge**: +4
**Spin multiplicity**: 5
**Molar mass**: 694.0 g/mol
**Calculated total energy**: -127910.2528 eV
**Expectation value of S²**: 6.08
**Energy relative to the best compared isomer or geometry (same formula, charge and spin)**: 0.000 eV
**Kohn-Sham gap (alpha / beta)**: 0.21701 / 0.18415 hartree

(3)
This record from the Open Molecules 2025 dataset describes a cluster of 2 separate species, C31H45F11N4O5PSSi in total at a distorted geometry. The level of theory is the ωB97M-V functional and the def2-TZVPD basis.

Last column: Löwdin charge in e.
Atoms and positions in Å:
C -1.17 6.54 1.47  -0.17
Si -2.08 4.96 0.97  0.60
C -3.83 5.03 1.68  -0.16
C -1.06 3.48 1.60  -0.20
C -1.67 2.23 0.93  -0.14
C -0.94 0.90 1.25  -0.50
F -1.46 0.44 2.39  0.16
F 0.34 1.19 1.52  0.14
N -1.01 -0.13 0.12  -0.11
C 0.02 0.38 -0.91  -0.09
C -0.15 -0.13 -2.37  -0.24
O 1.06 0.10 -3.06  -0.01
C -2.34 -0.14 -0.56  -0.05
C -3.58 -0.19 0.36  -0.30
O -3.67 -0.85 1.38  0.13
C -4.77 0.62 -0.10  -0.17
C -5.14 0.72 -1.43  -0.02
C -6.22 1.52 -1.74  -0.07
C -6.93 2.22 -0.79  -0.05
C -6.56 2.09 0.55  -0.06
C -5.48 1.30 0.88  -0.03
S -0.39 -1.76 0.63  0.84
O 0.53 -2.27 -0.34  -0.21
O 0.34 -1.66 1.84  -0.18
C -1.65 -3.11 0.91  -0.40
F -2.71 -3.11 0.09  0.14
F -1.00 -4.23 0.55  0.14
C -2.01 -3.40 2.43  -0.36
F -2.12 -2.29 3.18  0.16
F -0.97 -4.08 2.93  0.17
C -3.32 -4.23 2.62  -0.34
F -3.48 -4.33 3.96  0.17
F -4.41 -3.58 2.19  0.18
C -3.33 -5.69 2.08  -0.53
F -4.47 -6.24 2.54  0.18
F -2.33 -6.43 2.54  0.20
F -3.37 -5.77 0.75  0.18
C -2.18 4.99 -0.92  -0.26
C -3.31 5.36 -1.64  -0.08
C -3.27 5.33 -3.02  -0.09
C -2.15 4.94 -3.73  -0.08
C -1.00 4.59 -3.03  -0.09
C -1.04 4.63 -1.64  -0.13
H -0.28 6.69 0.84  0.04
H -1.80 7.43 1.40  0.04
H -0.79 6.49 2.51  0.04
H -4.25 6.04 1.58  0.04
H -3.78 4.83 2.76  0.04
H -4.51 4.34 1.15  0.02
H -1.10 3.43 2.70  0.10
H -0.04 3.66 1.26  0.09
H -2.70 2.13 1.32  0.12
H -1.75 2.45 -0.15  0.10
H 1.05 0.17 -0.60  0.14
H -0.03 1.48 -0.98  0.14
H -0.93 0.49 -2.85  0.13
H -0.50 -1.16 -2.45  0.12
H 1.33 1.00 -2.84  0.10
H -2.47 -0.98 -1.26  0.16
H -2.45 0.75 -1.18  0.13
H -4.57 0.18 -2.19  0.12
H -6.47 1.60 -2.80  0.12
H -7.76 2.86 -1.08  0.12
H -7.12 2.66 1.28  0.12
H -5.20 1.24 1.93  0.13
H -4.23 5.66 -1.13  0.11
H -4.14 5.58 -3.63  0.11
H -2.14 4.91 -4.81  0.11
H -0.10 4.28 -3.57  0.11
H -0.13 4.35 -1.11  0.10
O 6.95 -3.17 -2.10  -0.30
P 5.91 -3.05 -1.00  0.73
N 6.43 -1.51 -0.37  -0.35
C 7.76 -1.36 0.21  -0.12
C 6.18 -0.43 -1.31  -0.15
N 6.41 -4.39 -0.07  -0.32
C 6.87 -4.33 1.30  -0.14
C 7.05 -5.49 -0.78  -0.14
N 4.44 -3.00 0.00  -0.28
C 3.27 -3.51 -0.74  -0.14
C 4.03 -1.86 0.82  -0.13
H 7.92 -0.32 0.49  0.08
H 8.55 -1.66 -0.48  0.09
H 7.86 -1.93 1.13  0.06
H 5.17 -0.52 -1.74  0.07
H 6.89 -0.44 -2.14  0.08
H 6.23 0.54 -0.81  0.08
H 7.95 -4.13 1.35  0.08
H 6.69 -5.29 1.80  0.08
H 6.34 -3.58 1.88  0.07
H 8.11 -5.29 -0.97  0.08
H 6.57 -5.67 -1.74  0.07
H 6.96 -6.42 -0.21  0.08
H 2.95 -2.79 -1.50  0.07
H 2.44 -3.72 -0.07  0.06
H 3.53 -4.44 -1.25  0.08
H 3.76 -0.98 0.22  0.07
H 4.79 -1.59 1.53  0.08
H 3.15 -2.15 1.41  0.08

**Total charge**: +1
**Molar mass**: 853.8 g/mol
**Calculated total energy**: -106957.6920 eV
**Kohn-Sham gap**: 0.19025 hartree

(4)
This record from the Open Molecules 2025 dataset describes a cluster of 2 separate species, C31H45F14NO6P2S in total at a distorted geometry. The level of theory is the ωB97M-V functional and the def2-TZVPD basis.

Last column: Löwdin charge in e.
Atoms and positions in Å:
C 5.89 1.77 1.24  0.01
C 4.60 2.13 1.16  -0.18
C 3.55 1.78 2.15  -0.18
C 2.34 1.09 1.51  -0.36
C 2.33 -0.43 1.61  -0.40
S 3.93 -1.27 1.80  0.89
C 4.15 -2.06 0.21  -0.54
C 3.04 -3.06 -0.18  -0.15
O 1.21 1.67 2.16  -0.09
C -0.12 1.32 1.88  -0.10
C -0.79 2.02 0.67  -0.31
C -2.29 1.97 0.94  -0.07
C -3.22 2.72 -0.03  -0.04
C -4.69 2.36 0.16  -0.39
F -4.85 1.77 1.39  0.10
F -5.47 3.48 0.20  0.11
C -5.34 1.36 -0.83  -0.31
F -4.95 0.11 -0.45  0.12
F -6.68 1.43 -0.67  0.14
C -5.07 1.44 -2.39  -0.29
F -4.10 0.53 -2.69  0.11
F -6.20 1.03 -3.01  0.15
C -4.64 2.81 -3.04  -0.51
F -4.92 3.83 -2.24  0.18
F -3.33 2.79 -3.31  0.15
F -5.31 2.97 -4.19  0.18
O -0.38 1.41 -0.54  -0.07
C -1.24 0.49 -1.20  -0.45
C -1.19 -0.97 -0.75  -0.19
C -2.56 -1.50 -0.31  -0.21
C -2.44 -2.90 0.36  -0.18
P -3.06 -3.01 2.04  0.46
O -3.54 -4.38 2.34  -0.26
O -1.95 -2.48 3.06  -0.18
C -0.57 -2.82 2.85  -0.29
C -0.25 -4.26 3.16  -0.06
O -4.14 -1.88 2.19  -0.22
C -5.54 -2.27 2.03  -0.23
C -6.38 -1.01 2.18  -0.06
P -0.76 0.50 -3.00  0.88
N 0.83 -0.12 -2.88  -0.15
O -0.55 2.12 -3.19  -0.29
C -0.23 3.47 0.55  -0.30
F -0.96 4.13 -0.40  0.12
F 1.05 3.44 0.07  0.13
C -0.20 4.38 1.83  -0.49
F 1.02 4.43 2.37  0.17
F -1.08 3.97 2.76  0.16
F -0.55 5.63 1.48  0.16
H 6.25 1.31 2.15  0.06
H 6.56 1.91 0.41  0.05
H 4.25 2.76 0.35  0.10
H 3.15 2.71 2.55  0.12
H 3.94 1.23 3.00  0.10
H 2.41 1.35 0.45  0.13
H 1.68 -0.77 2.41  0.07
H 1.92 -0.82 0.68  0.06
H 5.11 -2.56 0.19  0.07
H 4.20 -1.30 -0.57  0.05
H 3.43 -4.05 -0.39  0.07
H 2.29 -3.12 0.61  0.04
H 2.51 -2.72 -1.07  0.06
H -0.31 0.25 1.82  0.13
H -0.67 1.64 2.76  0.13
H -2.51 2.34 1.94  0.13
H -2.58 0.92 0.97  0.11
H -3.15 3.78 0.18  0.14
H -2.87 2.61 -1.05  0.10
H -2.28 0.79 -1.25  0.07
H -0.47 -1.14 0.04  0.09
H -0.88 -1.60 -1.58  0.09
H -3.19 -1.60 -1.18  0.11
H -2.99 -0.83 0.42  0.07
H -3.06 -3.61 -0.18  0.10
H -1.42 -3.29 0.30  0.09
H -0.24 -2.54 1.86  0.08
H -0.02 -2.19 3.54  0.12
H 0.84 -4.33 3.20  0.08
H -0.60 -4.94 2.39  0.08
H -0.62 -4.54 4.14  0.09
H -5.79 -2.99 2.80  0.11
H -5.65 -2.71 1.05  0.12
H -7.33 -1.27 2.64  0.08
H -5.84 -0.31 2.81  0.08
H -6.55 -0.55 1.21  0.05
H 0.98 -0.73 -3.67  0.02
H 1.55 0.60 -2.88  0.04
H 0.35 2.33 -3.44  0.05
C 5.58 -0.94 -3.18  -0.11
C 6.43 0.13 -3.38  -0.09
C 7.79 -0.09 -3.59  -0.09
C 8.29 -1.38 -3.60  -0.09
C 7.43 -2.46 -3.40  -0.09
C 6.08 -2.24 -3.19  -0.10
H 4.53 -0.77 -3.01  0.09
H 6.05 1.14 -3.38  0.10
H 8.46 0.75 -3.74  0.10
H 9.34 -1.55 -3.76  0.10
H 7.82 -3.47 -3.41  0.10
H 5.41 -3.08 -3.03  0.10

**Molar mass**: 887.7 g/mol
**Calculated total energy**: -114111.6858 eV
**Kohn-Sham gap**: 0.31733 hartree
**SMILES**: C=CC[C@@H](CSCC)OC[C@](CCC(F)(F)C(F)(F)C(F)(F)C(F)(F)F)(O[C@H](CCCP(=O)(OCC)OCC)P(N)O)C(F)(F)C(F)(F)F.c1ccccc1

(5)
This record from the Open Molecules 2025 dataset describes a cluster of 7 separate species, C31H45NO22 in total at a distorted geometry. The level of theory is the ωB97M-V functional and the def2-TZVPD basis.

Last column: Löwdin charge in e.
Atoms and positions in Å:
C 2.88 -1.17 2.50  0.12
C 2.62 -0.12 1.93  -0.07
C 2.32 0.84 0.74  -0.11
C 0.90 1.14 0.31  0.06
C 0.65 2.04 -0.89  -0.13
C -0.82 2.36 -1.35  -0.15
C -1.93 2.07 -0.23  -0.09
C -3.31 2.67 -0.77  -0.43
O -3.36 3.79 -1.26  0.07
O -4.47 1.89 -0.71  0.05
C 1.81 2.65 -1.68  0.06
C 3.17 2.34 -1.17  -0.03
C 3.48 1.45 0.01  -0.01
C 5.04 1.33 0.21  -0.36
O 5.54 0.71 1.12  0.10
N 5.65 2.05 -0.91  0.13
C 4.60 2.78 -1.65  -0.33
O 4.96 3.62 -2.46  0.10
H 3.10 -2.15 3.01  0.07
H 0.04 0.68 0.90  0.11
H -1.11 1.75 -2.26  0.14
H -0.88 3.47 -1.60  0.12
H -1.63 2.58 0.75  0.14
H -2.06 0.96 -0.08  0.12
H -5.17 2.44 -1.13  0.13
H 1.67 3.30 -2.58  0.12
H 5.97 1.30 -1.55  0.16
C -5.61 -0.99 -1.91  -0.03
O -6.95 -1.44 -2.04  -0.01
C -7.78 -0.55 -2.61  -0.59
O -7.48 0.54 -3.00  0.13
O -9.01 -1.10 -2.66  -0.05
C -10.00 -0.25 -3.25  -0.03
H -5.03 -1.78 -1.44  0.10
H -5.18 -0.79 -2.90  0.10
H -5.55 -0.10 -1.28  0.07
H -9.74 -0.03 -4.29  0.10
H -10.12 0.66 -2.68  0.10
H -10.94 -0.80 -3.25  0.10
C 6.67 6.13 -3.29  -0.05
O 8.05 6.08 -2.93  0.00
C 8.35 6.68 -1.78  -0.61
O 7.56 7.24 -1.05  0.12
O 9.67 6.56 -1.56  0.00
C 10.12 7.16 -0.35  -0.05
H 6.55 5.61 -4.24  0.10
H 6.06 5.63 -2.54  0.07
H 6.35 7.17 -3.42  0.10
H 9.65 6.69 0.51  0.10
H 9.94 8.23 -0.36  0.10
H 11.20 6.99 -0.29  0.09
C -10.19 -7.80 -3.84  -0.05
O -10.41 -6.43 -3.50  0.00
C -9.37 -5.85 -2.87  -0.61
O -8.33 -6.39 -2.58  0.12
O -9.71 -4.58 -2.62  0.01
C -8.69 -3.83 -1.94  -0.04
H -11.09 -8.16 -4.34  0.09
H -9.34 -7.91 -4.52  0.10
H -10.04 -8.40 -2.94  0.10
H -7.79 -3.78 -2.54  0.10
H -8.48 -4.27 -0.96  0.11
H -9.07 -2.82 -1.79  0.07
C 4.11 -7.28 -0.55  -0.05
O 3.91 -5.90 -0.23  0.00
C 4.94 -5.34 0.43  -0.61
O 5.96 -5.88 0.75  0.13
O 4.62 -4.06 0.67  -0.01
C 5.63 -3.32 1.36  -0.04
H 3.22 -7.63 -1.07  0.09
H 4.97 -7.40 -1.21  0.10
H 4.23 -7.87 0.36  0.10
H 6.55 -3.28 0.78  0.10
H 5.81 -3.76 2.35  0.10
H 5.26 -2.30 1.50  0.07
C -2.68 -1.22 4.30  -0.04
O -1.71 -1.28 3.25  -0.01
C -1.63 -2.47 2.65  -0.61
O -2.28 -3.45 2.91  0.13
O -0.69 -2.39 1.69  -0.02
C -0.49 -3.60 0.96  -0.04
H -2.66 -0.21 4.71  0.09
H -3.68 -1.41 3.91  0.10
H -2.43 -1.92 5.09  0.10
H -1.40 -3.89 0.44  0.10
H -0.15 -4.40 1.62  0.10
H 0.29 -3.41 0.22  0.09
C 1.97 4.87 6.74  -0.05
O 2.94 4.82 5.69  0.00
C 3.03 3.63 5.08  -0.60
O 2.37 2.65 5.34  0.12
O 3.96 3.72 4.13  0.01
C 4.16 2.52 3.39  -0.04
H 1.99 5.88 7.16  0.09
H 0.97 4.68 6.35  0.10
H 2.22 4.16 7.53  0.10
H 3.25 2.23 2.86  0.07
H 4.50 1.71 4.04  0.11
H 4.94 2.71 2.65  0.09

**Molar mass**: 783.7 g/mol
**Calculated total energy**: -79407.6157 eV
**Kohn-Sham gap**: 0.31301 hartree
**SMILES**: C#Cc1cc(CCC(=O)O)cc2c1C(=O)NC2=O.COC(=O)OC.COC(=O)OC.COC(=O)OC.COC(=O)OC.COC(=O)OC.COC(=O)OC

What is the formula in the fourth record?
C31H45F14NO6P2S